An isolated molecule of C2H6FN at a distorted geometry. Source: the OMol25 dataset; level of theory: ωB97M-V/def2-TZVPD.

Properties
- LUMO level: 0.80 eV
- Kohn-Sham gap: 0.3880 Ha
- Relative energy (zero: lowest compared OMol25 entry of this formula, charge and spin): 325.7 kJ/mol
- Total charge: 0
- SMILES: NCCF

Atoms and positions in Å:
F1 -1.3672 -0.8683 1.0489
N1 0.2871 0.9522 0.5545
C1 -0.7842 -0.7134 -0.2017
C2 0.4952 -0.0853 -0.3601
H1 0.8178 0.6461 1.6614
H2 -0.8752 -1.4695 -0.7761
H3 0.5074 0.3376 -1.3720
H4 1.1155 1.7877 0.0964
H5 -1.5926 -0.0042 -0.5865
H6 1.3962 -0.5830 -0.0647